(1)
Below is a 2-piece molecular cluster, C3H9NS2 overall at a distorted geometry, with properties calculated with ωB97M-V/def2-TZVPD.

Last column: Löwdin charge in e.
Cartesian coordinates (Å):
C 2.880 -0.088 1.547  -0.111
N 3.819 -0.807 1.114  -0.091
C 4.537 -1.602 2.174  -0.126
H 2.284 0.500 0.854  0.059
H 2.542 -0.100 2.585  0.070
H 5.045 -0.881 2.805  0.070
H 3.846 -2.331 2.586  0.071
H 5.280 -2.137 1.582  0.059
C -5.151 1.525 -2.173  -0.473
S -4.553 -0.081 -1.585  0.328
S -2.684 -0.376 -2.413  0.277
H -4.327 1.988 -2.710  0.012
H -5.921 1.384 -2.931  0.030
H -5.346 2.142 -1.303  0.027
H -2.250 0.862 -2.132  -0.200

The multiplicity is 1. As for the energy above the lowest of the compared OMol25 structures with the same formula, charge and spin: 166.1 kJ/mol. For the electronic energy, the calculation gives -970.768466 a.u. The max |F| comes out at 2.53 eV Å⁻¹. Its SMILES is C=NC.CSS. The calculation puts the HOMO-LUMO gap at 0.332 Ha. The value obtained for the HOMO energy is -8.457 eV.

(2)
Below is one molecule with the formula C3H9NS4 at a distorted geometry, with properties calculated with ωB97M-V/def2-TZVPD.

Last column: Löwdin charge in e.
Cartesian coordinates (Å):
C 1.267 1.402 -1.849  -0.261
C 0.849 0.768 1.862  -0.358
C -2.285 -1.759 0.422  -0.391
N 0.543 0.611 -0.869  -0.814
S 1.695 -0.025 0.437  0.413
S -2.302 -0.429 -0.872  0.437
S 1.327 -1.836 0.809  0.167
S -0.440 -0.591 -1.592  0.454
H 0.653 1.391 -2.765  0.052
H 2.316 0.961 -2.050  0.082
H 1.425 2.495 -1.353  0.120
H 1.515 1.389 2.467  0.023
H 0.303 -0.061 2.544  0.081
H 0.101 1.484 1.309  0.070
H -2.622 -2.539 -0.209  0.007
H -3.076 -1.511 1.062  0.013
H -1.271 -1.747 0.646  -0.097

The multiplicity is 1. As for the energy above the lowest of the compared OMol25 structures with the same formula, charge and spin: 76.4 kJ/mol. For the electronic energy, the calculation gives -1767.114418 a.u. The max |F| comes out at 3.46 eV Å⁻¹. The calculation puts the HOMO-LUMO gap at 0.334 Ha. The value obtained for the HOMO energy is -8.526 eV.

(3)
Below is a 2-piece molecular cluster, C3H9O2 overall at a distorted geometry, with properties calculated with ωB97M-V/def2-TZVPD.

Last column: Löwdin charge in e.
Cartesian coordinates (Å):
C -0.618 0.638 -0.794  -0.614
O -1.524 0.996 -1.703  -0.354
C -0.805 -0.786 -0.202  -0.305
C -2.127 -0.865 0.604  -0.153
H -0.589 1.236 0.151  0.061
H 0.470 0.672 -1.182  0.072
H -0.001 -0.898 0.538  0.067
H -0.710 -1.617 -0.918  0.083
H -2.208 0.123 1.077  0.057
H -2.189 -1.677 1.334  0.041
H -2.926 -0.974 -0.131  0.051
H 4.160 0.441 -0.001  0.046
H 4.430 1.429 1.079  0.030
O 4.640 1.282 0.146  -0.083

The multiplicity is 1. As for the energy above the lowest of the compared OMol25 structures with the same formula, charge and spin: 95.2 kJ/mol. For the electronic energy, the calculation gives -270.149497 a.u. The max |F| comes out at 1.22 eV Å⁻¹. As for the net charge: -1. The calculation puts the HOMO-LUMO gap at 0.203 Ha. The value obtained for the HOMO energy is -2.182 eV.

(4)
Below is a 2-piece molecular cluster, C3H9O2 overall at a distorted geometry, with properties calculated with ωB97M-V/def2-TZVPD.

Last column: Löwdin charge in e.
Cartesian coordinates (Å):
C -0.650 0.625 -0.756  -0.621
O -1.450 0.948 -1.755  -0.339
C -0.811 -0.832 -0.205  -0.303
C -2.190 -1.112 0.382  -0.159
H -0.799 1.224 0.194  0.065
H 0.479 0.669 -0.922  0.063
H -0.055 -1.017 0.579  0.078
H -0.595 -1.523 -1.011  0.077
H -2.452 -0.365 1.122  0.050
H -2.182 -2.071 0.913  0.043
H -2.995 -1.160 -0.345  0.054
H 3.791 1.545 0.452  0.045
H 5.169 1.589 1.104  0.023
O 4.741 1.482 0.248  -0.076

The multiplicity is 1. As for the energy above the lowest of the compared OMol25 structures with the same formula, charge and spin: 84.5 kJ/mol. For the electronic energy, the calculation gives -270.153572 a.u. The max |F| comes out at 1.10 eV Å⁻¹. As for the net charge: -1. The calculation puts the HOMO-LUMO gap at 0.198 Ha. The value obtained for the HOMO energy is -2.192 eV.

(5)
Below is a 2-piece molecular cluster, C3H9O2S overall at a distorted geometry, with properties calculated with ωB97M-V/def2-TZVPD.

Last column: Mulliken spin population.
Cartesian coordinates (Å):
C 0.216 0.378 0.608  -0.031
O 1.054 1.249 -0.072  0.819
C -0.072 -1.010 -0.163  0.098
C -0.874 -0.650 -1.399  0.006
S -1.120 -2.188 -2.359  0.015
H -0.785 1.029 0.736  -0.003
H 0.477 0.086 1.650  0.052
H 0.864 -1.551 -0.512  0.000
H -0.810 -1.690 0.474  0.001
H -0.283 0.033 -2.060  0.000
H -1.923 -0.235 -1.189  0.001
H -2.223 -2.798 -1.775  0.000
H 2.362 2.969 2.413  -0.003
H 1.510 2.112 1.317  -0.003
O 1.607 2.267 2.332  0.050

The multiplicity is 2. The expectation value of S² is 0.76. As for the energy above the lowest of the compared OMol25 structures with the same formula, charge and spin: 128.9 kJ/mol. For the electronic energy, the calculation gives -668.237063 a.u. The max |F| comes out at 3.08 eV Å⁻¹. The calculation puts the HOMO-LUMO gap (alpha / beta) at 0.370 / 0.247 Ha. The value obtained for the HOMO energy (alpha / beta) is -9.300 / -9.321 eV.

(6)
Below is a 2-piece molecular cluster, C3H9O3 overall at a distorted geometry, with properties calculated with ωB97M-V/def2-TZVPD.

Last column: Löwdin charge in e.
Cartesian coordinates (Å):
C 0.143 -0.036 1.098  -0.210
C 1.469 -0.191 0.394  -0.282
O 2.555 -0.300 1.420  -0.154
C -1.016 -0.709 0.222  -0.557
O -1.335 -2.001 0.512  -0.386
H -0.070 1.056 1.110  0.089
H 0.030 -0.472 2.128  0.114
H 1.384 -1.076 -0.360  0.133
H 1.745 0.756 -0.145  0.104
H 2.265 -1.179 1.771  0.078
H -1.968 -0.085 0.369  0.074
H -1.004 -0.471 -0.878  0.052
H -1.328 0.920 -2.202  -0.046
H -1.060 2.176 -2.859  0.044
O -1.810 1.610 -2.580  -0.056

The multiplicity is 1. As for the energy above the lowest of the compared OMol25 structures with the same formula, charge and spin: 174.8 kJ/mol. For the electronic energy, the calculation gives -345.367042 a.u. The max |F| comes out at 3.03 eV Å⁻¹. As for the net charge: -1. The calculation puts the HOMO-LUMO gap at 0.219 Ha. The value obtained for the HOMO energy is -2.325 eV.

(7)
Below is one molecule with the formula C3H9O3P at a distorted geometry, with properties calculated with ωB97M-V/def2-TZVPD.

Last column: Löwdin charge in e.
Cartesian coordinates (Å):
C 1.631 -0.932 -0.081  -0.065
C 1.366 0.472 -0.696  -0.342
O 0.010 0.769 -0.913  -0.493
P -0.879 1.689 0.315  1.003
C -2.255 0.150 0.526  -0.615
O -2.484 -0.319 -0.713  -0.058
O -1.624 -0.885 1.267  -0.118
H 0.998 -1.129 0.752  0.053
H 1.640 -1.601 -0.907  0.056
H 2.687 -0.924 0.186  0.073
H 1.603 0.312 -1.748  0.117
H 1.829 1.176 -0.067  0.077
H -1.790 2.315 -0.635  -0.052
H -3.026 0.683 1.027  0.089
H -1.582 -0.560 -1.046  0.104
H -2.082 -1.792 0.968  0.170

The multiplicity is 1. As for the energy above the lowest of the compared OMol25 structures with the same formula, charge and spin: 235.7 kJ/mol. For the electronic energy, the calculation gives -686.707869 a.u. The max |F| comes out at 3.77 eV Å⁻¹. Its SMILES is CCOPC(O)O. The calculation puts the HOMO-LUMO gap at 0.355 Ha. The value obtained for the HOMO energy is -8.916 eV.

(8)
Below is a 2-piece molecular cluster, C3H9O3PS overall at a distorted geometry, with properties calculated with ωB97M-V/def2-TZVPD.

Last column: Löwdin charge in e.
Cartesian coordinates (Å):
O -4.773 0.889 0.334  -0.351
P -3.453 0.280 0.096  0.272
O -2.397 1.129 -0.763  -0.225
S -3.136 -1.704 0.151  0.196
H -1.495 0.825 -0.981  0.028
C 0.510 -0.027 1.273  -0.038
C 1.177 0.467 -0.059  -0.471
C 2.294 -0.492 -0.459  -0.073
O 0.208 0.332 -1.042  -0.074
H 1.160 0.048 2.109  0.058
H -0.336 0.489 1.637  0.049
H 0.418 -1.156 1.012  0.112
H 1.534 1.531 0.019  0.154
H 2.773 -0.255 -1.459  0.102
H 1.912 -1.500 -0.440  0.071
H 3.226 -0.459 0.181  0.101
H 0.376 -0.397 -1.609  0.090

The multiplicity is 1. As for the energy above the lowest of the compared OMol25 structures with the same formula, charge and spin: 133.8 kJ/mol. For the electronic energy, the calculation gives -1084.992502 a.u. The max |F| comes out at 3.47 eV Å⁻¹. Its SMILES is O=P(O)=S.CC(C)O. The calculation puts the HOMO-LUMO gap at 0.318 Ha. The value obtained for the HOMO energy is -9.518 eV.

The highest electronic energy belongs to which entry?
number 3

Which of these has the lowest electronic energy?
C3H9NS4